Record 1
Molecular formula: C36H40ClCsN6OS
Method: DFT, the ωB97M-V functional and the def2-TZVPD basis

Last column: Mulliken charge in e.
Atoms and positions in Å:
Cs1 -0.19560 -0.01959 0.54639  1.23
Cl1 -8.19585 -0.38195 -0.56966  -0.26
C1 -6.52116 -0.52956 -0.09623  0.07
C2 -6.18822 -0.61267 1.26031  -0.49
C3 -4.87787 -0.71223 1.64443  -0.70
C4 -3.80121 -0.73083 0.70353  -0.06
O1 -2.58911 -0.74427 1.09633  -0.84
C5 -4.17778 -0.70244 -0.68256  1.08
C6 -3.27180 -0.82051 -1.81081  -0.63
N1 -2.02731 -1.14588 -1.81991  0.23
C7 -1.44666 -1.34793 -3.08954  -0.74
C8 -2.10146 -1.99951 -4.10704  0.09
C9 -1.49992 -2.20020 -5.36942  -1.02
C10 -0.23340 -1.76522 -5.61423  -0.84
C11 0.49908 -1.12867 -4.58076  1.16
C12 1.83226 -0.68921 -4.76160  -0.68
C13 2.50797 -0.12632 -3.72090  -0.89
C14 1.84006 -0.00186 -2.48239  -0.07
N2 0.60292 -0.37212 -2.28863  0.22
C15 -0.08913 -0.93361 -3.31467  -0.01
C16 -5.53387 -0.57099 -1.04186  -1.08
H1 -6.97781 -0.58958 2.00105  0.40
H2 -4.61071 -0.75898 2.69248  0.43
H3 -3.76693 -0.62334 -2.77115  0.52
H4 -3.09900 -2.38083 -3.92984  0.57
H5 -2.06038 -2.70980 -6.14272  0.39
H6 0.23476 -1.91197 -6.57967  0.39
H7 2.30009 -0.81885 -5.73051  0.41
H8 3.53014 0.21139 -3.82245  0.41
H9 2.36038 0.40940 -1.61875  0.27
H10 -5.79846 -0.51759 -2.09170  0.37
C17 3.44499 7.18009 1.83231  -1.58
C18 2.85296 6.82163 0.46304  2.06
C19 1.79279 7.86009 0.10161  -2.21
C20 3.96057 6.86485 -0.59840  -1.58
C21 2.27326 5.41111 0.52180  0.10
C22 0.93920 5.12405 0.27689  -0.43
C23 0.51403 3.80406 0.33784  -0.83
N3 1.30556 2.78059 0.62216  0.02
C24 2.59326 3.04005 0.87520  -0.44
C25 3.10000 4.33114 0.82920  0.37
C26 3.46228 1.85476 1.20078  -0.77
C27 4.80573 2.00571 1.54197  0.42
C28 5.58152 0.89223 1.83558  0.08
C29 4.94977 -0.34726 1.77157  -0.59
C30 3.61275 -0.41174 1.42702  -0.89
N4 2.87706 0.66164 1.14387  0.06
C31 7.05616 0.98547 2.21715  2.06
C32 7.88394 0.18817 1.20035  -1.60
C33 7.24788 0.38759 3.61697  -1.63
C34 7.56092 2.42728 2.22993  -2.14
H11 3.86616 8.18694 1.80289  0.45
H12 4.24271 6.49339 2.11848  0.31
H13 2.68123 7.15165 2.61112  0.38
H14 2.25103 8.84965 0.06785  0.42
H15 0.98864 7.89356 0.83882  0.43
H16 1.35210 7.66630 -0.87801  0.42
H17 4.38437 7.86961 -0.65159  0.46
H18 3.57117 6.60577 -1.58441  0.37
H19 4.77121 6.17358 -0.36449  0.31
H20 0.22601 5.89740 0.03309  0.51
H21 -0.52541 3.56324 0.13509  0.41
H22 4.14661 4.50899 1.02599  0.19
H23 5.24518 2.98880 1.58477  0.42
H24 5.48239 -1.26294 1.99116  0.46
H25 3.09981 -1.36834 1.38059  0.35
H26 7.59251 -0.86213 1.17762  0.33
H27 8.94303 0.23667 1.46108  0.46
H28 7.76080 0.59351 0.19423  0.37
H29 6.94321 -0.65844 3.65493  0.34
H30 6.66273 0.93472 4.35822  0.38
H31 8.29987 0.44136 3.90415  0.46
H32 7.47169 2.89716 1.24819  0.41
H33 8.61631 2.43878 2.50603  0.43
H34 7.02356 3.03987 2.95670  0.42
C35 -0.87106 -4.78488 -1.21316  -0.90
N5 0.00709 -4.43872 -0.11560  -0.12
C36 -0.34366 -3.69182 0.94564  0.09
N6 -1.64101 -3.37020 1.05518  -0.29
S1 0.81660 -3.19116 2.07513  -0.37
H35 -0.29622 -5.33373 -1.95476  0.35
H36 -1.27974 -3.89218 -1.69624  0.16
H37 -1.69295 -5.42385 -0.88204  0.35
H38 0.98724 -4.65045 -0.17379  0.22
H39 -2.23449 -3.45987 0.24414  0.22
H40 -1.88226 -2.56741 1.62747  0.34

* frontier orbital gap: 6.849 eV


Record 2
Molecular formula: C36H40IrN6O6
Method: DFT, the ωB97M-V functional and the def2-TZVPD basis

Last column: Mulliken spin population.
Atoms and positions in Å:
Ir1 -0.12259 -0.84951 0.62492  0.41
C1 -1.74589 -2.06591 3.19592  0.01
C2 -2.83999 -1.01171 3.03042  0.00
C3 -3.18959 -0.62941 1.62032  0.00
C4 -4.32789 0.15599 1.41422  0.00
C5 -4.68079 0.53079 0.13332  0.00
C6 -3.93719 0.04049 -0.93388  0.00
C7 -2.83359 -0.73861 -0.65358  0.03
N1 -2.44419 -1.02141 0.59072  0.00
N2 -0.37839 -1.59481 2.93192  0.03
C8 0.58051 -2.70551 2.94342  0.03
C9 0.35291 -3.68291 1.82732  -0.02
C10 0.80001 -4.99571 1.90672  0.00
C11 0.56951 -5.85191 0.84272  0.00
C12 -0.13859 -5.38201 -0.25228  0.00
C13 -0.55579 -4.06271 -0.25078  0.00
N3 -0.29119 -3.23941 0.75342  0.06
C14 0.04031 -0.59251 3.91082  0.02
C15 0.96091 0.45499 3.35722  -0.01
C16 1.42701 1.45249 4.21132  0.00
C17 2.18431 2.48259 3.69072  0.00
C18 2.49311 2.46739 2.33562  0.01
C19 2.03451 1.41389 1.56852  -0.01
N4 1.26831 0.44699 2.06652  0.14
H1 -1.96109 -2.89151 2.51662  0.00
H2 -1.79909 -2.45431 4.22182  0.00
H3 -2.60469 -0.08091 3.55382  0.00
H4 -3.74669 -1.40641 3.49702  0.00
H5 -4.91359 0.47269 2.26452  0.00
H6 -5.52819 1.17949 -0.03478  0.00
H7 -4.20669 0.26179 -1.95378  0.00
H8 -2.22599 -1.15351 -1.44358  -0.01
H9 0.54531 -3.24201 3.90192  0.00
H10 1.58621 -2.28961 2.82362  0.00
H11 1.32101 -5.33711 2.78512  0.00
H12 0.92451 -6.87001 0.87212  0.00
H13 -0.35749 -6.01901 -1.09308  0.00
H14 -1.11269 -3.65301 -1.07918  0.01
H15 0.53541 -1.06401 4.77282  0.00
H16 -0.83579 -0.06311 4.29242  0.00
H17 1.16541 1.41319 5.25742  0.00
H18 2.51981 3.29209 4.31922  0.00
H19 3.06381 3.26409 1.88762  0.00
H20 2.27671 1.34749 0.51812  0.02
C20 0.04611 -1.51351 -6.55748  0.00
O1 1.37031 -1.46721 -6.05758  0.00
C21 1.60871 -1.47561 -4.75308  0.00
C22 2.97601 -1.33671 -4.38538  0.01
C23 3.34891 -1.29961 -3.05908  0.00
C24 2.42191 -1.37801 -2.02008  -0.03
C25 2.84061 -1.33301 -0.62708  0.03
C26 4.26391 -0.94621 -0.32308  0.01
O2 2.09651 -1.58091 0.32802  0.09
C27 1.01341 -1.55061 -2.37078  0.03
O3 0.09771 -1.69781 -1.52148  0.14
C28 0.66531 -1.59181 -3.75298  0.02
H21 0.13421 -1.41011 -7.63788  0.00
H22 -0.54639 -0.68571 -6.16148  0.00
H23 -0.43909 -2.46461 -6.32448  0.00
H24 3.70301 -1.26151 -5.17998  0.00
H25 4.40041 -1.22041 -2.83788  0.00
H26 4.54301 -0.02631 -0.83188  0.00
H27 4.94861 -1.73171 -0.63668  0.00
H28 4.37081 -0.81361 0.75102  0.00
H29 -0.38289 -1.71721 -3.97288  0.00
C29 1.86161 3.19829 -1.75318  0.00
C30 0.39501 3.56939 -1.94338  -0.01
C31 -0.52439 3.22389 -0.76478  0.00
C32 -2.00899 3.48529 -1.15028  0.00
C33 -2.30779 4.95659 -1.41998  0.00
C34 -0.25529 4.08319 0.46492  0.00
O4 0.35311 5.11539 0.45212  0.00
N5 -0.83669 3.59019 1.61402  0.00
C35 -1.22699 2.27269 1.83532  0.00
O5 -1.69189 1.92939 2.89842  0.00
N6 -0.92489 1.40189 0.83802  -0.08
C36 -0.41819 1.78459 -0.33318  0.02
O6 0.12681 0.91239 -1.02348  0.06
H30 2.44321 3.61809 -2.57058  0.00
H31 1.99401 2.11689 -1.76888  0.00
H32 2.24741 3.60569 -0.82088  0.00
H33 0.01471 3.05769 -2.83008  0.00
H34 0.32931 4.64639 -2.10228  0.00
H35 -2.65249 3.12799 -0.34178  0.00
H36 -2.23319 2.89669 -2.04278  0.00
H37 -2.07909 5.57329 -0.55388  0.00
H38 -3.36499 5.06709 -1.64648  0.00
H39 -1.73949 5.33039 -2.26698  0.00
H40 -0.85369 4.21059 2.41722  0.00

* net charge: +2
* multiplicity: 2
* ⟨S²⟩: 0.9019
* frontier orbital gap (spin up / spin down): 4.732 / 4.825 eV


Q: Which E_tot values were calculated for the entries above? A: -72878.12193, -62030.28156, in eV.
Q: Which energy relative to the best compared isomer or geometry (same formula, charge and spin) values were calculated for the entries above? A: 10.9, 514.3, in kJ/mol.